one:
ORCA calculation (ωB97M-V/def2-TZVPD) on an isolated molecule of C5H6N2O.

Kohn-Sham gap ... 10.498 eV
HOMO ... -9.64 eV
Spin multiplicity ... 1
LUMO ... 0.9 eV
SMILES ... c1nocc1N1CC1

Atoms and positions in Å:
C 2.40 -0.06 -0.64
C 2.15 -0.28 0.72
C -0.05 0.35 -0.12
C -1.28 1.11 0.00
C -0.64 -0.91 -0.25
H 2.05 -0.87 -1.28
H 3.34 0.65 -0.78
H 2.90 -0.12 1.62
H 1.53 -1.41 0.72
H -1.63 2.17 -0.17
H -0.27 -1.85 -0.35
N 1.32 0.69 0.09
N -2.37 0.35 0.10
O -2.00 -0.89 0.07

***

two:
ORCA calculation (ωB97M-V/def2-TZVPD) on an isolated molecule of C5H6N2O.

Kohn-Sham gap ... 9.869 eV
HOMO ... -8.92 eV
Spin multiplicity ... 1
LUMO ... 1.0 eV
SMILES ... O=C1[C@H]2N[C@@H]1[C@H]1N[C@H]12

Atoms and positions in Å:
C -0.86 1.12 -0.04
C -0.95 -0.26 -0.80
C -0.54 0.27 1.31
C 0.99 0.01 0.64
C 0.70 -0.72 -0.80
H -1.70 -0.53 -1.64
H -0.63 -1.70 0.66
H -0.38 0.68 2.29
H 1.91 -0.44 1.18
H 1.27 1.39 -0.98
H 0.94 -1.70 -1.47
N -1.31 -0.88 0.69
N 1.48 0.52 -0.66
O -0.91 2.24 -0.38

***

three:
ORCA calculation (ωB97M-V/def2-TZVPD) on an isolated molecule of C5H6N2O.

Kohn-Sham gap ... 10.341 eV
HOMO ... -9.66 eV
Spin multiplicity ... 1
LUMO ... 0.7 eV
SMILES ... [H]/N=C(/C)C(=O)NC#C

Atoms and positions in Å:
C 1.37 0.92 -0.88
N -0.73 -1.46 0.21
C 0.58 -1.13 0.40
C 0.71 0.41 0.36
N 0.57 1.15 1.38
C -1.63 -0.48 -0.06
C -2.57 0.26 -0.25
O 1.47 -1.92 0.58
H -0.99 -2.43 0.11
H 0.05 0.75 2.15
H 1.50 1.99 -0.81
H 2.34 0.44 -1.00
H 0.76 0.68 -1.75
H -3.43 0.83 -0.42

***

four:
ORCA calculation (ωB97M-V/def2-TZVPD) on an isolated molecule of C5H6N2O.

Kohn-Sham gap ... 10.217 eV
HOMO ... -9.47 eV
Spin multiplicity ... 1
LUMO ... 0.7 eV
SMILES ... O=C1N=CN2CC[C@H]12

Atoms and positions in Å:
C 1.84 0.27 -0.02
C 0.41 -1.39 -0.42
C -1.47 -0.14 0.01
C -0.58 1.14 -0.11
C 0.42 0.34 0.79
H -0.18 -2.17 -0.79
H -1.76 -0.52 -0.85
H -2.33 -0.27 0.61
H -1.00 2.06 0.16
H -0.20 1.18 -1.19
H 0.61 0.53 1.97
N 1.57 -1.01 -0.72
N -0.26 -0.82 0.54
O 2.93 0.79 0.03

***

Which of them is most stable? Easy: three.